[1]
10
Properties=species:S:1:pos:R:3:lowdin_charge:R:1 method="wB97M-V/def2-TZVPD" energy_ev=-22059.83037 total_charge=0 e_lumo_ha=-0.0458
S -1.735 0.138 -0.903 0.826
O 0.063 0.911 1.115 0.008
O 0.463 -1.473 1.408 0.109
O 0.189 -2.149 -0.597 0.119
N 0.234 -1.280 0.238 -0.384
N 1.569 1.387 -1.676 0.227
C 0.043 0.161 -0.079 -0.667
C 0.905 0.765 -0.996 -0.218
H 0.337 0.249 1.770 0.092
H -2.067 1.290 -0.279 -0.112

=====

[2]
16
Properties=species:S:1:pos:R:3:lowdin_charge:R:1 method="wB97M-V/def2-TZVPD" energy_ev=-7736.02734 total_charge=+1 e_lumo_ha=-0.1116
N -2.038 -1.919 -0.678 0.198
N 0.885 0.278 0.759 -0.148
N -0.163 -0.682 -1.193 0.062
C 1.026 0.116 -0.716 -0.142
C -1.023 -1.192 -0.361 -0.181
C 0.514 1.553 1.263 -0.156
H 0.257 1.566 2.419 0.129
H -2.605 -2.220 0.030 0.098
H 1.262 2.382 1.139 0.098
H -0.127 -0.876 -2.185 0.161
H -0.727 -0.906 0.701 0.175
H 1.770 0.005 1.263 0.153
H -1.984 -2.289 -1.679 0.189
H -0.491 1.823 0.904 0.081
H 1.903 -0.492 -1.239 0.170
H 1.035 0.933 -1.411 0.113

=====

[3]
67
Properties=species:S:1:pos:R:3:lowdin_spin:R:1 method="wB97M-V/def2-TZVPD" energy_ev=-127168.97979 total_charge=0 e_lumo_ha="-0.0377 / -0.0363" multiplicity=2
Co -0.644 -0.105 -0.207 0.953
S -1.501 2.221 2.079 0.007
S -1.105 -2.093 1.438 0.010
S 2.270 0.619 -0.687 -0.001
F 0.804 3.277 6.496 0.000
F 2.552 1.203 6.232 0.000
F -1.018 3.775 4.597 0.000
F 0.608 0.112 2.096 0.003
F 2.450 -0.357 4.000 0.000
O 1.682 1.640 0.132 0.004
O 2.946 1.041 -1.893 -0.001
N -2.413 0.323 0.402 -0.009
N -1.109 1.444 -1.504 0.011
N -3.047 -0.313 1.424 -0.001
N 1.052 -0.434 -1.027 -0.014
N -1.262 -1.551 -1.617 0.036
N -3.010 -1.702 3.244 0.001
C -1.674 -3.240 -3.784 -0.003
C 3.467 -0.259 0.295 0.000
C 1.592 0.663 4.140 0.000
C 2.032 -1.362 -3.122 -0.002
C 1.866 -2.226 -4.214 0.000
C 3.802 0.253 1.536 0.000
C 4.784 -0.375 2.286 0.000
C -0.282 1.966 3.261 0.000
C -0.814 3.213 -3.072 0.001
C 0.648 0.924 3.167 0.000
C -2.930 2.908 -2.028 0.000
C 0.692 -2.890 -4.447 -0.001
C -2.428 -1.310 2.091 0.002
C 5.079 -2.008 0.542 0.000
C 4.098 -1.386 -0.212 0.000
C 0.757 2.505 5.402 0.000
C -2.398 1.817 -1.345 0.000
C -4.638 1.080 -0.268 -0.001
C 1.017 -1.177 -2.190 0.000
C -2.687 -2.958 -2.911 0.002
C -2.128 3.615 -2.899 -0.002
C 5.424 -1.501 1.789 0.000
C 1.649 1.453 5.274 0.000
C -0.177 2.755 4.416 0.000
C -0.237 -1.817 -2.464 0.002
C -3.149 1.046 -0.379 -0.003
C -0.398 -2.672 -3.582 0.001
C -0.345 2.132 -2.343 0.000
C -2.431 -2.105 -1.827 0.002
H 2.947 -0.802 -3.029 0.000
H -2.488 -2.368 3.787 0.000
H -3.809 0.188 1.857 0.000
H 2.700 -2.367 -4.889 0.000
H -3.571 -1.041 3.759 0.000
H -4.978 1.720 0.552 0.000
H -1.830 -3.889 -4.636 0.000
H -3.951 3.212 -1.841 0.000
H -2.514 4.470 -3.437 0.000
H -5.017 0.072 -0.093 0.000
H 3.825 -1.779 -1.179 0.000
H -5.075 1.452 -1.191 0.000
H 3.291 1.140 1.892 0.000
H 0.681 1.818 -2.460 0.000
H -3.676 -3.376 -3.038 0.000
H 0.573 -3.552 -5.295 0.000
H 6.191 -1.989 2.376 0.000
H -0.151 3.719 -3.759 0.000
H 5.049 0.009 3.262 0.000
H -3.216 -1.887 -1.111 0.000
H 5.571 -2.891 0.155 0.000